# 1
{
  "formula": "C6H9N3O",
  "method": "ωB97M-V with the def2-TZVPD basis set",
  "symbols": ["C", "C", "C", "C", "C", "C", "N", "N", "N", "O", "H", "H", "H", "H", "H", "H", "H", "H", "H"],
  "xyz": [[-2.732175, 0.618728, 1.184914], [-1.865337, -0.440414, 1.190821], [-2.388386, 0.134502, -0.838680], [1.274876, 0.012448, -0.928417], [3.313361, 0.860355, 0.108545], [-0.640967, -1.419550, -0.725403], [-3.097595, 0.935471, -0.090309], [-1.663865, -0.743695, -0.138338], [2.023879, 0.117485, 0.116067], [1.712113, -0.335503, 1.285980], [-3.104816, 1.147891, 2.124426], [-1.448562, -1.040623, 2.083635], [-2.578931, 0.137218, -1.985674], [1.166312, 0.633695, -1.892610], [3.218356, 1.724329, 0.759720], [3.589419, 1.048026, -1.013665], [4.001385, 0.293593, 0.721246], [-0.609798, -1.521965, -1.815697], [-0.169276, -2.161983, -0.146556]],
  "atomic_forces_ev_per_a": [[-0.105, -0.137, 2.367], [0.265, -0.624, 2.470], [-2.821, 1.600, -3.061], [-3.091, -1.159, -0.656], [-0.167, 0.214, -1.624], [3.263, 1.804, -1.095], [0.381, 0.306, -0.427], [0.593, -0.379, -0.138], [-0.440, 0.665, 0.160], [0.304, -0.323, -0.625], [0.410, -0.800, -1.733], [-0.461, 1.213, -2.029], [0.978, -0.326, 2.249], [1.214, -0.979, 1.758], [-0.473, 0.590, -0.595], [-0.109, -0.131, 2.459], [0.366, -0.748, -0.653], [-0.568, -0.063, 0.643], [0.460, -0.723, 0.531]],
  "e_tot_ev": -12879.109,
  "gap_ev": 8.158
}

=====

# 2
{
  "formula": "H32N5O18S3Zn",
  "method": "ωB97M-V with the def2-TZVPD basis set",
  "symbols": ["Zn", "N", "H", "H", "H", "H", "N", "H", "H", "H", "H", "N", "H", "H", "H", "H", "N", "H", "H", "H", "H", "N", "H", "H", "H", "H", "S", "O", "O", "O", "O", "S", "O", "O", "O", "O", "S", "O", "O", "O", "O", "O", "H", "H", "O", "H", "H", "O", "H", "H", "O", "H", "H", "O", "H", "H", "O", "H", "H"],
  "xyz": [[-1.957154, 0.084242, 2.127155], [-0.088714, -3.848328, 0.543725], [0.023496, -3.146758, -0.174135], [0.643806, -4.541848, 0.493305], [-0.989244, -4.281828, 0.398005], [0.044766, -3.472328, 1.471575], [1.833496, 0.798372, 2.245225], [2.784966, 1.121972, 2.144805], [1.271356, 1.613842, 2.442965], [1.744326, 0.013982, 2.875215], [1.623286, 0.600392, 1.277385], [3.023406, 1.864902, -1.342995], [3.095506, 1.719932, -2.339935], [2.499886, 1.129802, -0.889495], [2.428566, 2.679482, -1.290985], [3.898796, 2.045052, -0.872525], [0.430696, 0.793592, -3.791495], [1.379326, 0.590282, -4.072355], [0.196266, 0.451582, -2.870535], [-0.162794, 0.284762, -4.430995], [0.335046, 1.765192, -4.050205], [-0.752654, 2.837242, -0.388535], [-0.029194, 3.516942, -0.574835], [-0.520854, 2.096212, -1.034485], [-1.630194, 3.259632, -0.656125], [-0.711384, 2.592142, 0.590405], [-0.670354, 2.963542, 3.059125], [-1.323954, 4.200532, 2.597875], [-1.112744, 1.818612, 2.206515], [0.750886, 3.099442, 2.904085], [-0.971924, 2.753982, 4.433545], [0.081656, -1.872778, 3.794685], [0.448916, -2.738548, 2.738175], [-1.050294, -1.083978, 3.282565], [-0.379314, -2.692998, 4.919975], [1.263296, -1.046668, 4.162395], [0.015526, -0.406418, -0.480765], [0.110236, -1.753518, -1.026745], [-0.611724, -0.469728, 0.831435], [1.374256, 0.063812, -0.337785], [-0.609554, 0.541442, -1.407035], [-3.205164, 1.024162, 0.723035], [-3.979274, 0.494822, 0.531235], [-3.458724, 1.915622, 0.483775], [-1.659874, -2.010308, -3.206025], [-1.336414, -1.654978, -4.033875], [-0.893084, -2.020158, -2.633165], [-2.819504, 1.053432, -2.582295], [-1.994584, 0.832912, -2.149735], [-2.606874, 1.804882, -3.135775], [-3.198544, -1.632568, 1.719085], [-3.081854, -2.577958, 1.813255], [-4.135464, -1.521298, 1.557765], [2.162476, -1.458668, -2.990555], [1.597746, -1.914768, -2.366625], [3.022286, -1.863588, -2.876495], [2.599266, -2.327938, 0.220635], [1.988566, -1.676738, -0.124635], [3.269276, -2.412058, -0.457785]],
  "atomic_forces_ev_per_a": [[0.704, 0.345, 1.245], [-0.283, -2.177, -1.556], [0.342, 0.777, -0.246], [0.210, -0.304, -0.373], [-0.143, -0.263, 0.261], [-0.039, 1.728, 2.538], [1.564, 0.600, -2.126], [0.437, 0.066, 0.863], [-0.749, 1.463, 1.387], [-0.528, -1.374, 1.443], [-0.499, -1.018, -0.089], [0.344, 0.835, 0.400], [0.401, -0.496, -1.109], [-0.720, -1.331, 0.268], [-0.486, 1.058, 0.160], [0.684, 0.100, 0.054], [0.371, -0.539, -2.496], [0.925, -0.525, 0.280], [-0.224, 0.572, 1.461], [-0.519, -0.477, -0.574], [-0.373, 1.073, 0.850], [0.605, 2.131, -1.193], [0.195, 0.833, 0.309], [-0.291, -1.105, 0.129], [-0.349, 0.138, 0.256], [-0.460, -0.768, 1.648], [-1.871, 4.273, 2.951], [-0.281, -0.664, -1.509], [-0.452, -1.169, -1.972], [3.260, -0.443, -1.743], [-0.867, -1.340, 1.339], [0.619, -0.329, 5.504], [1.596, -2.990, -4.407], [-1.601, 1.492, 0.292], [0.032, 0.940, -0.376], [-0.868, 0.420, -0.761], [-0.518, -0.836, 2.067], [-0.590, -0.695, -1.661], [0.411, -0.062, -2.028], [2.244, 1.036, 0.104], [-0.678, -0.547, -0.994], [-0.494, -0.522, -0.147], [-0.246, -0.130, -0.438], [0.111, 0.479, 0.349], [-0.284, 0.001, -0.300], [-0.147, -0.129, -0.323], [0.296, -0.059, 0.561], [-0.866, 0.487, -0.477], [0.189, -0.527, 0.399], [-0.214, 0.262, -0.263], [-0.700, 0.381, -0.497], [0.499, -0.183, 0.462], [-0.392, -0.098, 0.029], [0.182, 0.330, -0.483], [-0.501, -0.151, 0.510], [0.291, -0.070, -0.178], [0.360, -0.753, 0.151], [0.080, 0.314, 0.079], [0.285, -0.060, -0.033]],
  "e_tot_ev": -125747.365,
  "gap_ev": [4.501, 5.938],
  "spin_multiplicity": 2
}

=====

# 3
{
  "formula": "C4H9NO2",
  "method": "ωB97M-V with the def2-TZVPD basis set",
  "symbols": ["C", "C", "O", "C", "N", "C", "O", "H", "H", "H", "H", "H", "H", "H", "H", "H"],
  "xyz": [[-2.132324, -0.681835, -0.065202], [-0.754848, -0.288831, -0.559523], [-0.824019, 1.067870, -0.943912], [0.301057, -0.480311, 0.536425], [1.620100, -0.038462, 0.127889], [2.225713, 1.137227, 0.462446], [3.295522, 1.499764, 0.012940], [-2.161524, -1.733439, 0.235534], [-2.870417, -0.519791, -0.852817], [-2.415059, -0.058255, 0.788368], [-0.488353, -0.915086, -1.428872], [0.051944, 1.320664, -1.264516], [0.002563, 0.109878, 1.410205], [0.342437, -1.532911, 0.845562], [2.166729, -0.615756, -0.498333], [1.640481, 1.729274, 1.193801]],
  "atomic_forces_ev_per_a": [[-0.068, -0.010, 0.026], [-0.036, -0.324, 0.131], [0.246, 0.151, -0.111], [-0.018, 0.055, 0.121], [0.274, 0.047, -0.168], [0.082, -0.052, -0.074], [-0.452, -0.129, 0.251], [0.010, 0.123, -0.035], [0.067, -0.052, 0.052], [0.050, -0.077, -0.053], [0.014, 0.097, 0.134], [-0.137, 0.079, -0.006], [0.022, -0.049, -0.095], [-0.010, 0.184, -0.070], [-0.127, 0.017, 0.025], [0.084, -0.059, -0.129]],
  "smiles": "C[C@@H](O)CNC=O",
  "e_tot_ev": -9879.231,
  "gap_ev": 10.737
}